Record 1
Entry from the OMol25 dataset: 2 unconnected molecules or ions with the total composition C5H15NO (ωB97M-V/def2-TZVPD).

```
22
C5H15NO (ωB97M-V/def2-TZVPD)
C -2.6437 -1.5457 -0.0115
H -2.5439 -2.0839 -0.9691
H 0.6053 -1.8189 1.0818
H 0.8149 -3.6141 -1.5063
H -1.4173 -3.7252 0.2065
C -1.5113 -3.2460 1.2000
H -3.6329 -1.7750 0.4194
C -0.2025 -1.4309 0.4319
N -1.5424 -1.8035 0.9433
H -0.1610 0.6941 0.8420
H -0.1006 -1.9161 -0.5578
H -0.6633 -3.5918 1.8220
H -3.6857 -3.7095 1.2748
O 0.2072 -4.1024 -2.1068
H -2.5952 -4.7445 2.2490
H -0.3188 -3.4001 -2.5521
H -2.5888 -0.4620 -0.2095
C -2.7918 -3.7099 1.9211
C 0.0000 0.0000 0.0000
H -0.6493 0.3062 -0.8374
H -3.0008 -3.0925 2.8109
H 1.0516 0.0775 -0.3237
```

Its SMILES is CCN(C)CC.O. The value obtained for the gap between HOMO and LUMO is 9.49 eV. The LUMO energy is 0.82 eV. Its net charge is 0.

These are the Löwdin partial charges, in e, on atoms 1 to 8: atom 1 (C): -0.093, atom 2 (H): 0.088, atom 3 (H): 0.126, atom 4 (H): 0.035, atom 5 (H): 0.103, atom 6 (C): -0.288, atom 7 (H): 0.079, atom 8 (C): -0.284


Record 2
Entry from the OMol25 dataset: 2 unconnected molecules or ions with the total composition C5H15NO (ωB97M-V/def2-TZVPD).

```
22
C5H15NO (ωB97M-V/def2-TZVPD)
H -0.6716 1.1895 -1.8848
H 0.7941 0.6922 2.2975
N -0.7576 -1.1027 -0.4444
H 3.0331 1.6305 0.3988
H -1.4932 -0.0678 -2.8296
C 1.9970 1.3793 0.6375
H 2.3818 1.3708 2.7183
H 0.7160 0.0530 -0.1596
C -1.0225 -1.9472 0.7207
H -0.1897 -2.6381 0.8301
C -1.8569 -0.1507 -0.7005
H -1.9820 -2.4723 0.6337
H -1.0958 -1.3264 1.6149
H -2.3585 1.3630 -2.1728
C 1.8467 0.7440 2.0025
H 2.1961 -0.2857 2.0750
H -0.6425 -1.6933 -1.2572
H -1.8718 0.4938 0.1780
O 1.5052 0.5792 -0.4175
H -2.8093 -0.6935 -0.7505
H 1.4950 2.3557 0.5900
C -1.5915 0.6101 -1.9846
```

Its SMILES is CCNC.CCO. The value obtained for the gap between HOMO and LUMO is 10.34 eV. The LUMO energy is 1.01 eV. Its net charge is 0.

These are the Löwdin partial charges, in e, on atoms 1 to 8: atom 1 (H): 0.066, atom 2 (H): 0.065, atom 3 (N): -0.165, atom 4 (H): 0.106, atom 5 (H): 0.074, atom 6 (C): -0.338, atom 7 (H): 0.071, atom 8 (H): 0.028


Record 3
Entry from the OMol25 dataset: 2 unconnected molecules or ions with the total composition C5H15NO (ωB97M-V/def2-TZVPD).

```
22
C5H15NO (ωB97M-V/def2-TZVPD)
C -0.2959 2.0177 0.7101
C 0.5543 -0.5559 1.2943
C 0.5371 1.2911 -1.5734
H 0.2316 0.1610 2.0416
H -2.4872 -0.0462 0.6276
N -0.3276 1.0624 -0.3697
H 0.0103 -0.8584 -0.8782
H 2.3879 -2.9888 -1.5199
C -1.7599 -0.8181 0.3994
H 0.5887 2.3558 -1.7321
H -0.6659 2.9583 0.2569
H 1.5314 0.8380 -1.3576
C -0.3267 -0.4213 0.0941
H -1.9807 -1.4704 1.2970
H -1.0886 1.6874 1.3941
H 0.3766 -1.5244 1.8881
H 1.2198 -2.2960 -0.6883
O 1.5662 -2.5191 -1.5368
H 0.5044 2.0954 1.4734
H 1.6052 -0.5471 0.9833
H -2.1764 -1.5679 -0.2765
H -0.0047 1.1466 -2.5275
```

The spin multiplicity is 2. The value obtained for the gap between HOMO and LUMO (spin up / spin down) is 12.27 / 7.67 eV. The LUMO energy (spin up / spin down) is -2.73 / -7.34 eV. Its net charge is +1.

These are the Löwdin partial charges, in e, on atoms 1 to 8: atom 1 (C): -0.030, atom 2 (C): -0.051, atom 3 (C): 0.032, atom 4 (H): 0.075, atom 5 (H): 0.084, atom 6 (N): -0.017, atom 7 (H): 0.122, atom 8 (H): 0.045


Record 4
Entry from the OMol25 dataset: 2 unconnected molecules or ions with the total composition C5H15NO (ωB97M-V/def2-TZVPD).

```
22
C5H15NO (ωB97M-V/def2-TZVPD)
C -0.0211 1.1686 -2.7070
N 0.0706 0.3613 -0.3200
C 0.9317 0.2007 0.8438
H 1.7205 0.6994 -1.5346
C 1.4326 -1.3463 2.8176
H 2.1284 -0.5620 3.0889
H 0.5806 0.9598 1.5497
H 0.1239 0.7508 -3.6935
O -4.4510 0.3960 -0.9558
H 0.7422 -1.5322 3.6268
H 0.5369 2.0975 -2.8034
H 1.9670 0.3445 0.6458
C 0.7643 -1.1928 1.4527
H -0.2991 -1.4432 1.5801
H -5.1196 0.9815 -0.5606
H 2.0584 -2.2459 2.7831
H 0.9855 -1.9991 0.7521
H 0.7479 -0.6758 -1.9350
C 0.6818 0.3714 -1.6186
H -1.0841 1.3836 -2.6059
H -0.6565 1.0572 -0.1739
H -3.8407 0.2251 -0.2324
```

The spin multiplicity is 2. The value obtained for the gap between HOMO and LUMO (spin up / spin down) is 11.29 / 6.61 eV. The LUMO energy (spin up / spin down) is -3.16 / -7.84 eV. Its net charge is +1.

These are the Löwdin partial charges, in e, on atoms 1 to 8: atom 1 (C): -0.045, atom 2 (N): 0.167, atom 3 (C): -0.148, atom 4 (H): 0.149, atom 5 (C): -0.078, atom 6 (H): 0.079, atom 7 (H): 0.151, atom 8 (H): 0.088


Record 5
Entry from the OMol25 dataset: 2 unconnected molecules or ions with the total composition C5H15NO2 (ωB97M-V/def2-TZVPD).

```
23
C5H15NO2 (ωB97M-V/def2-TZVPD)
C -2.3889 -0.9016 -0.5483
H 0.0421 2.0471 1.3660
H -3.0368 -0.0295 -0.6000
H 1.2116 -1.1420 -2.5864
H 1.2266 0.4179 2.6712
C -0.2135 0.9964 1.1686
C -0.6332 0.8278 -0.3083
H -0.3924 -1.1783 -0.0992
H -2.6757 -1.5394 0.2882
O 2.6989 1.2069 0.6316
H -0.3147 -0.9377 -2.6804
C 0.8396 0.0603 1.7138
C 2.0620 -0.0292 0.7993
N -0.9595 -0.5636 -0.6677
H 2.7394 -0.7557 1.2413
H -2.6272 -1.4756 -1.4494
H -1.1648 1.1641 1.6984
H 1.8469 -0.5202 -0.1638
H 0.2281 1.0918 -0.9335
H 2.0806 1.8474 0.2640
H -1.4543 1.5060 -0.5230
H 0.4162 -0.9245 1.9195
O 0.4689 -1.1683 -3.2021
```

Its SMILES is CNCCCCO.O. The value obtained for the gap between HOMO and LUMO is 9.93 eV. The LUMO energy is 0.73 eV. Its net charge is 0.

These are the Löwdin partial charges, in e, on atoms 1 to 8: atom 1 (C): -0.109, atom 2 (H): 0.109, atom 3 (H): 0.075, atom 4 (H): 0.015, atom 5 (H): 0.118, atom 6 (C): -0.214, atom 7 (C): -0.226, atom 8 (H): 0.087


Record 6
Entry from the OMol25 dataset: 2 unconnected molecules or ions with the total composition C5H15NO2 (ωB97M-V/def2-TZVPD).

```
23
C5H15NO2 (ωB97M-V/def2-TZVPD)
H -1.7111 1.2019 1.5802
C 0.3602 2.4140 0.6294
C -1.4826 0.5399 0.7533
H 3.7388 -1.6283 -1.3116
H 0.7803 -3.0381 0.2599
H 0.9782 -1.4922 -0.7373
H 0.2532 -0.5426 1.6462
H -2.3868 0.3779 0.1891
H 1.1770 2.7677 0.0670
H 0.0024 -2.8930 -1.3251
O -1.5141 1.9509 -0.9915
C -0.7990 -0.7789 1.3221
N -1.0382 -1.8741 0.2709
H -0.2764 3.3273 0.7952
H 0.4581 2.0001 1.5946
H -1.1624 2.7944 -1.2828
O 2.9000 -1.4099 -1.5192
H -1.2159 -1.2994 2.1904
H -1.6806 -1.4916 -0.5024
C -0.5638 1.3845 -0.1783
C 0.2822 -2.2923 -0.3345
H 0.0433 0.7449 -0.8327
H 2.8572 -0.7630 -2.2829
```

Its SMILES is CNCC[C@H](C)O.O. The value obtained for the gap between HOMO and LUMO is 8.97 eV. The LUMO energy is 0.55 eV. Its net charge is 0.

These are the Löwdin partial charges, in e, on atoms 1 to 8: atom 1 (H): 0.101, atom 2 (C): -0.012, atom 3 (C): -0.140, atom 4 (H): -0.028, atom 5 (H): 0.051, atom 6 (H): 0.037, atom 7 (H): 0.114, atom 8 (H): 0.098


Question: Which value of net charge does entry 4 give?
Answer: +1


Question: What is the net charge in the second record?
Answer: 0